No. 1
10 unconnected molecules or ions with the total composition C27H66Cl6N9O7P in a non-equilibrium geometry, computed with ωB97M-V/def2-TZVPD.

Element x y z (Å)
O1 -0.28008 -4.36291 -1.59302
P1 1.06372 -4.62804 -0.90911
N1 2.47991 -4.25764 -1.66545
C1 3.35813 -3.03977 -1.57303
C2 2.48038 -4.86038 -3.04030
N2 1.21149 -6.23612 -0.56217
C3 0.11576 -7.19224 -0.69449
C4 2.34215 -6.62210 0.21650
N3 1.05324 -3.73670 0.45131
C5 2.17671 -3.67727 1.36638
C6 -0.16734 -3.69664 1.17670
H1 3.03297 -2.33225 -0.82718
H2 3.23714 -2.45183 -2.51220
H3 4.40513 -3.33327 -1.37503
H4 3.50712 -5.11530 -3.36239
H5 1.99607 -4.11808 -3.65894
H6 1.93372 -5.77520 -3.01025
H7 -0.09167 -7.68040 0.28127
H8 -0.80161 -6.67918 -0.99926
H9 0.34318 -7.97562 -1.45290
H10 2.74833 -7.53772 -0.23366
H11 3.16842 -5.88348 0.18767
H12 2.19956 -6.83703 1.30437
H13 3.15993 -3.53899 0.91863
H14 2.06572 -2.76350 1.96018
H15 2.14503 -4.61018 2.02284
H16 -1.00255 -3.65121 0.53863
H17 -0.21366 -2.75637 1.73500
H18 -0.24554 -4.53751 1.86081
C7 -2.82630 -0.23815 -0.23582
C8 -1.97115 -0.09957 1.02708
O2 -1.85868 -1.04250 1.80225
N4 -1.42422 1.10938 1.34462
C9 -1.21830 2.29340 0.48240
H19 -3.67366 -0.86289 0.01867
H20 -2.17132 -0.83346 -0.91173
H21 -3.18687 0.69341 -0.66908
H22 -0.88789 1.12246 2.23509
H23 -0.93946 3.21471 1.00570
H24 -2.10718 2.49191 -0.12257
H25 -0.39445 2.20828 -0.29012
C10 -4.13811 1.79986 -3.69911
C11 -4.09925 2.76114 -2.52439
O3 -4.78189 2.56941 -1.53042
N5 -3.16053 3.74407 -2.55331
C12 -3.08655 4.62021 -1.38365
H26 -4.07116 2.31813 -4.65937
H27 -5.05430 1.22272 -3.71402
H28 -3.29541 1.15544 -3.52643
H29 -2.83724 4.18897 -3.43279
H30 -2.05315 4.81945 -1.19125
H31 -3.40121 4.02007 -0.51764
H32 -3.63585 5.54966 -1.39850
C13 4.50867 0.26133 -2.34044
C14 3.15132 0.21580 -1.77792
O4 2.19246 0.19972 -2.51657
N6 3.02707 0.27170 -0.40365
C15 1.64026 0.08824 0.13360
H33 4.85824 -0.75711 -2.38544
H34 5.19278 0.78995 -1.64926
H35 4.63833 0.68761 -3.31790
H36 3.87478 0.10495 0.09119
H37 0.94429 0.53623 -0.51978
H38 1.57785 0.73595 1.00670
H39 1.30994 -0.91463 0.38481
C16 -0.19432 5.80128 3.55272
C17 -0.26150 6.09312 2.08459
O5 -1.22755 5.71825 1.48049
N7 0.83436 6.63132 1.51974
C18 0.97774 6.82515 0.02601
H40 -0.50130 4.74380 3.77549
H41 -0.80054 6.52524 4.09009
H42 0.81754 5.88137 3.82220
H43 1.64520 6.87240 2.10657
H44 0.80614 7.87695 -0.11128
H45 0.22345 6.20734 -0.41700
H46 1.94227 6.45254 -0.31296
C19 0.24731 -1.52322 -4.10088
C20 -1.15856 -1.29913 -3.61018
O6 -1.64069 -0.16062 -3.44883
N8 -1.88636 -2.42282 -3.50363
C21 -3.24095 -2.46415 -3.07788
H47 0.21056 -1.53499 -5.19883
H48 0.71075 -2.43152 -3.73512
H49 0.88837 -0.65124 -3.92007
H50 -1.38245 -3.30183 -3.35895
H51 -3.94849 -2.58365 -3.89347
H52 -3.43347 -1.59035 -2.51983
H53 -3.38234 -3.38146 -2.35651
C22 -3.58023 2.04426 4.19978
C23 -2.49984 1.06327 4.50986
O7 -1.29330 1.33671 4.40567
N9 -2.92821 -0.13624 4.90346
C24 -1.98006 -1.34628 4.83688
H54 -4.58246 1.65625 4.04915
H55 -3.30995 2.54383 3.23995
H56 -3.62800 2.78253 5.01248
H57 -3.90296 -0.32055 4.87669
H58 -1.40163 -1.28610 3.91029
H59 -2.62572 -2.24461 4.82889
H60 -1.36752 -1.33802 5.77840
C25 1.74786 0.68724 4.61103
Cl1 1.86616 -1.05601 5.08960
Cl2 2.88190 1.55660 5.69305
H61 2.18643 0.70890 3.61208
H62 0.79644 1.11115 4.82801
C26 -0.02630 2.46005 -3.24757
Cl3 -0.40821 2.98426 -4.90507
Cl4 1.26329 3.50062 -2.54067
H63 -0.86948 2.45500 -2.60921
H64 0.48678 1.51171 -3.30979
C27 3.77248 3.14324 2.25562
Cl5 2.23153 3.48344 1.46866
Cl6 5.18211 3.26039 1.09125
H65 3.95763 3.83988 3.08289
H66 3.72282 2.15575 2.62429

Results
HOMO energy, eV: -8.59
SMILES: CN(C)P(=O)(N(C)C)N(C)C.CNC(C)=O.CNC(C)=O.CNC(C)=O.CNC(C)=O.CNC(C)=O.CNC(C)=O.ClCCl.ClCCl.ClCCl
E_LUMO, eV: 0.204
HOMO-LUMO gap, eV: 8.8

Here are the Löwdin charges for atoms 1 to 6, given in e: atom 1 (O): -0.318, atom 2 (P): 0.514, atom 3 (N): -0.276, atom 4 (C): -0.081, atom 5 (C): -0.080, atom 6 (N): -0.310



No. 2
4 unconnected molecules or ions with the total composition C27H66ClN11O3P3 in a non-equilibrium geometry, computed with ωB97M-V/def2-TZVPD.

Element x y z (Å)
C1 -5.25118 1.47070 0.68550
C2 -4.06623 0.88763 0.82803
C3 -3.36374 0.91203 2.12914
C4 -3.72666 -0.01376 3.13505
N1 -3.16708 -0.12227 4.30791
N2 -2.20612 0.77047 4.52598
C5 -1.78258 1.71819 3.70038
C6 -0.70260 2.64185 4.19947
C7 0.31284 3.05411 3.12984
C8 1.02674 4.34349 3.56358
Cl1 1.49530 4.34120 5.28174
C9 -2.36168 1.80016 2.42932
H1 -5.77039 1.41042 -0.25918
H2 -5.70970 1.97658 1.52561
H3 -3.60229 0.36836 -0.00231
H4 -4.53572 -0.70766 2.93291
H5 -1.76576 0.69342 5.43633
H6 -0.15458 2.07158 4.95198
H7 -1.16077 3.49430 4.70418
H8 1.09982 2.30859 3.03351
H9 -0.12676 3.29242 2.16368
H10 1.94567 4.45373 2.99394
H11 0.42858 5.22743 3.35369
H12 -2.05094 2.55370 1.72357
O1 3.10232 1.96424 -0.22725
P1 4.09796 0.92136 0.16358
N3 5.34426 1.13077 -0.97512
C10 6.36713 0.15341 -1.31748
C11 5.92665 2.47319 -1.02030
N4 3.13024 -0.45735 -0.27797
C12 3.57827 -1.42554 -1.26308
C13 1.70635 -0.20699 -0.44702
N5 4.99467 -0.03176 1.28615
C14 4.23313 -0.94121 2.16898
C15 5.79869 0.83727 2.18708
H13 7.11715 0.01161 -0.52865
H14 6.88720 0.49944 -2.21276
H15 5.95208 -0.81404 -1.56872
H16 6.70699 2.61807 -0.26108
H17 5.15913 3.23125 -0.87040
H18 6.37899 2.65106 -1.99790
H19 3.73764 -0.97357 -2.25041
H20 2.84059 -2.22406 -1.37062
H21 4.48990 -1.93126 -0.94255
H22 1.46587 0.24895 -1.41598
H23 1.32700 0.44936 0.33413
H24 1.16655 -1.15577 -0.36999
H25 3.42390 -0.43621 2.70524
H26 4.92102 -1.36341 2.90276
H27 3.81502 -1.76924 1.60863
H28 5.17189 1.47607 2.81664
H29 6.46468 1.47693 1.60627
H30 6.42317 0.22357 2.83360
O2 -7.50619 -2.48186 2.45161
P2 -8.42368 -3.08410 3.47091
N6 -8.17584 -2.07619 4.82681
C16 -8.47863 -2.44306 6.20079
C17 -8.45888 -0.66071 4.60678
N7 -7.53644 -4.57661 3.63394
C18 -6.96889 -4.98828 4.90267
C19 -6.62260 -4.90296 2.54680
N8 -9.82522 -3.91521 4.04539
C20 -10.10598 -5.26328 3.49889
C21 -11.05343 -3.10954 3.79535
H31 -9.55341 -2.48147 6.41835
H32 -8.03497 -1.69694 6.86369
H33 -8.04244 -3.39337 6.48025
H34 -9.52492 -0.42013 4.71392
H35 -8.14072 -0.35769 3.60980
H36 -7.91134 -0.05189 5.33042
H37 -6.21770 -4.28248 5.28458
H38 -6.48879 -5.96256 4.78887
H39 -7.74514 -5.13371 5.65590
H40 -5.67088 -4.35860 2.61302
H41 -7.06615 -4.68521 1.57948
H42 -6.40725 -5.97428 2.57378
H43 -10.11678 -5.28521 2.40709
H44 -11.08606 -5.57748 3.86083
H45 -9.38578 -5.98902 3.85403
H46 -11.24664 -2.96999 2.72887
H47 -10.96601 -2.12528 4.26018
H48 -11.91675 -3.60062 4.24022
O3 6.93191 -0.16424 -6.44698
P3 6.05838 0.99464 -6.73457
N9 6.81031 2.30118 -5.94689
C22 6.19422 3.59574 -5.71689
C23 8.23668 2.45861 -6.22490
N10 4.61617 0.55869 -5.91075
C24 4.00023 1.42133 -4.92138
C25 4.54035 -0.82982 -5.47247
N11 5.23862 1.85676 -7.95989
C26 4.04592 1.21165 -8.54675
C27 6.15703 2.16921 -9.08404
H49 6.08870 4.19781 -6.62921
H50 6.81941 4.15935 -5.02049
H51 5.22089 3.51579 -5.25042
H52 8.42630 3.00817 -7.15629
H53 8.72220 1.48766 -6.29591
H54 8.71665 3.00979 -5.41360
H55 4.66740 1.59607 -4.06599
H56 3.08023 0.97144 -4.54046
H57 3.68107 2.37224 -5.34961
H58 5.11247 -0.99225 -4.54919
H59 4.91349 -1.51032 -6.23223
H60 3.49861 -1.10476 -5.28523
H61 4.24003 0.19418 -8.89721
H62 3.71398 1.81128 -9.39523
H63 3.22839 1.18414 -7.83468
H64 6.52215 1.26729 -9.58390
H65 7.01850 2.73509 -8.72891
H66 5.64462 2.78818 -9.81873

Results
HOMO energy, eV: -9.69
Charge: +1
E_LUMO, eV: -4.423
HOMO-LUMO gap, eV: 5.3

Here are the Löwdin charges for atoms 1 to 6, given in e: atom 1 (C): 0.071, atom 2 (C): -0.115, atom 3 (C): -0.151, atom 4 (C): -0.018, atom 5 (N): 0.146, atom 6 (N): 0.097



No. 3
A molecular structure, C27H66LiN3O19P in a non-equilibrium geometry, computed with ωB97M-V/def2-TZVPD.

Element x y z (Å)
C1 2.98634 -1.47676 -5.08603
N1 3.49234 -1.31776 -3.69003
C2 2.69234 -2.19876 -2.85003
C3 4.94234 -1.76076 -3.65303
C4 3.46034 0.17224 -3.31603
C5 4.17834 0.47624 -2.02603
O1 3.78334 1.74724 -1.61803
H1 3.53134 -0.96776 -5.96603
H2 2.11334 -1.04476 -5.29303
H3 3.01934 -2.42976 -5.51503
H4 2.75034 -3.26976 -3.10403
H5 1.72934 -1.98376 -2.85003
H6 3.06534 -2.23976 -1.78603
H7 5.23534 -2.74376 -4.13403
H8 5.29134 -1.92876 -2.60803
H9 5.76934 -1.27276 -4.14003
H10 2.41434 0.29424 -3.43703
H11 3.90834 0.81024 -4.21203
H12 5.31934 0.47524 -2.25903
H13 4.12834 -0.19576 -1.12403
H14 2.78234 1.74324 -1.45703
C6 -4.73566 2.25324 -1.48903
N2 -4.44566 0.81724 -1.62203
C7 -3.83766 0.61524 -0.25203
C8 -5.82266 0.13524 -1.80103
C9 -3.42866 0.46724 -2.69303
C10 -3.08366 -1.01576 -2.78503
O2 -1.95366 -0.93176 -3.75503
H15 -5.11666 2.56224 -2.46903
H16 -3.90266 2.82924 -1.37603
H17 -5.46666 2.57524 -0.71303
H18 -4.44166 0.90924 0.43497
H19 -2.86466 1.01024 -0.02303
H20 -3.82466 -0.42476 -0.02603
H21 -6.65166 0.65924 -1.23603
H22 -5.66466 -0.88276 -1.25103
H23 -6.13766 0.07624 -2.89803
H24 -2.50766 0.93524 -2.55103
H25 -3.75366 0.87924 -3.73903
H26 -3.89466 -1.49976 -3.17703
H27 -2.56266 -1.41976 -1.80403
H28 -1.23766 -0.76176 -3.17903
C11 -0.00966 -0.20976 4.44197
N3 -1.23366 -0.17376 3.46897
C12 -1.21666 1.22624 2.90297
C13 -0.86066 -1.18576 2.46597
C14 -2.43166 -0.41176 4.39597
C15 -3.76266 -0.61176 3.65697
O3 -4.72066 -0.47676 4.66097
H29 1.07734 0.02524 3.90997
H30 0.15734 -1.27276 4.65697
H31 -0.00866 0.46924 5.23897
H32 -1.97366 1.59024 2.31597
H33 -0.23966 1.57924 2.56397
H34 -1.47666 1.89324 3.79997
H35 -0.03966 -1.03276 1.79197
H36 -1.50866 -1.36376 1.88197
H37 -0.72066 -2.06176 2.81697
H38 -2.49766 0.34124 5.02997
H39 -2.12266 -1.21576 4.99697
H40 -3.94066 -1.56276 3.14197
H41 -3.94266 0.41324 3.06097
H42 -5.56966 -0.62776 4.25897
Li1 0.56334 2.91824 -0.50103
P1 0.45634 0.26724 -0.97903
O4 -0.39266 1.25524 -0.22303
O5 1.41034 1.44424 -1.31103
O6 -0.26966 -0.25176 -2.20203
O7 1.14734 -0.68376 -0.25403
C16 3.90134 -3.37776 6.43297
O8 4.32334 -3.26276 5.06197
C17 3.57034 -2.63076 4.17697
O9 2.68534 -1.82176 4.44597
O10 3.88234 -2.85676 2.82897
C18 3.17134 -2.11776 1.89697
H43 3.87534 -2.56576 7.05797
H44 4.55834 -4.11076 6.66297
H45 3.03634 -3.93776 6.48997
H46 3.28334 -1.05276 1.99597
H47 2.15934 -2.45876 1.90597
H48 3.33234 -2.56276 1.08597
C19 -0.78166 2.73124 -3.77603
O11 -1.67666 3.69224 -3.17303
C20 -1.23666 4.50324 -2.23103
O12 -0.07266 4.49424 -1.72503
O13 -2.13666 5.35924 -1.85303
C21 -1.69566 6.48224 -1.12203
H49 -0.05166 3.20924 -4.15603
H50 -1.35166 2.21524 -4.35303
H51 -0.17566 2.00324 -2.99203
H52 -1.57666 6.22924 0.00597
H53 -2.36666 7.30924 -1.27003
H54 -0.84366 6.87824 -1.49503
C22 2.38734 6.69224 0.85897
O14 2.96634 5.66324 1.58797
C23 2.47634 4.40224 1.53197
O15 1.29034 4.11924 1.24997
O16 3.23034 3.33924 1.99497
C24 2.86234 2.01124 1.78597
H55 1.19334 6.94924 1.00197
H56 2.36934 6.21224 -0.16403
H57 3.02734 7.50024 0.92097
H58 2.11734 1.68024 2.47597
H59 3.82434 1.57024 2.04497
H60 2.89834 1.76124 0.72297
C25 -1.58666 -7.64876 0.79797
O17 -1.58366 -6.75876 -0.35403
C26 -1.65766 -5.32776 -0.16103
O18 -2.25166 -4.89176 0.90297
O19 -0.94366 -4.63376 -1.01003
C27 -0.70166 -3.25976 -0.68903
H61 -2.57066 -7.97576 1.26597
H62 -0.96866 -7.38376 1.40597
H63 -1.29566 -8.55876 0.48497
H64 0.16734 -3.02676 -0.16003
H65 -1.61666 -2.99476 -0.19403
H66 -0.57866 -2.74776 -1.66503

Results
HOMO energy, eV: -8.27
Energy relative to the best compared isomer or geometry (same formula, charge and spin), kcal/mol: 62.60
Charge: +1
E_LUMO, eV: -2.031
HOMO-LUMO gap, eV: 6.2

Here are the Löwdin charges for atoms 1 to 6, given in e: atom 1 (C): -0.012, atom 2 (N): -0.299, atom 3 (C): -0.006, atom 4 (C): -0.032, atom 5 (C): -0.074, atom 6 (C): -0.291



No. 4
4 unconnected molecules or ions with the total composition C27H66N5O6 in a non-equilibrium geometry, computed with ωB97M-V/def2-TZVPD.

Element x y z (Å)
C1 -1.97840 3.83166 -0.53399
C2 -2.87602 3.25858 -1.58883
O1 -3.73378 3.91548 -2.18984
O2 -2.70693 1.91350 -1.91484
C3 -2.66419 1.03926 -0.78483
C4 -2.81467 -0.36815 -1.32474
N1 -1.68150 -1.31449 -1.08571
C5 -1.12537 -1.31846 0.30429
C6 -2.21436 -1.65716 1.31110
C7 -1.67459 -2.03297 2.70544
C8 -0.19258 -1.76240 2.96148
N2 0.65468 -2.86079 2.47367
O3 -0.71343 -1.28754 -2.09620
C9 0.28138 -0.25343 -1.95489
C10 1.64484 -0.83351 -1.52892
C11 2.71666 -0.70810 -2.61632
C12 2.11073 -0.33650 -0.16168
C13 2.75382 1.05911 -0.12302
C14 2.61820 1.61613 1.30083
C15 2.10123 2.06560 -1.06470
H1 -2.20643 4.87876 -0.43466
H2 -2.14867 3.32691 0.40746
H3 -0.92748 3.73092 -0.78371
H4 -1.75770 1.21971 -0.21670
H5 -3.51485 1.27599 -0.15548
H6 -2.95245 -0.31694 -2.39563
H7 -3.71237 -0.81377 -0.92402
H8 -2.09229 -2.24149 -1.18936
H9 -0.71330 -0.35195 0.54278
H10 -0.32036 -2.03851 0.29617
H11 -2.82286 -0.76609 1.42710
H12 -2.87105 -2.42502 0.91033
H13 -1.84028 -3.08817 2.88127
H14 -2.23556 -1.48075 3.44487
H15 -0.08176 -1.68982 4.03699
H16 0.13520 -0.80089 2.57026
H17 1.42816 -2.50385 1.93351
H18 0.11367 -3.47943 1.88571
H19 0.38326 0.18959 -2.93507
H20 -0.02191 0.54974 -1.29581
H21 1.46067 -1.89982 -1.42049
H22 3.47899 0.01967 -2.38049
H23 2.28661 -0.46404 -3.57842
H24 3.20896 -1.66248 -2.74967
H25 2.85484 -1.04800 0.18768
H26 1.31794 -0.36202 0.57860
H27 3.81853 0.97930 -0.29120
H28 2.69861 2.69561 1.30962
H29 1.63939 1.39495 1.71512
H30 3.35987 1.20901 1.97622
H31 1.92168 1.70697 -2.06836
H32 2.77207 2.91072 -1.15805
H33 1.19542 2.45600 -0.60821
C16 1.31519 5.00897 -6.74816
C17 2.18751 3.77240 -6.55717
C18 1.80446 2.92766 -5.33346
O4 2.22048 3.45818 -4.08651
C19 1.36412 4.45292 -3.55256
N3 3.59388 4.18037 -6.53727
H34 1.57369 5.80300 -6.04825
H35 1.45186 5.40968 -7.75098
H36 0.25674 4.77113 -6.62268
H37 2.04212 3.13299 -7.43243
H38 2.31151 1.96177 -5.41875
H39 0.72438 2.72426 -5.31618
H40 0.31464 4.25738 -3.79464
H41 1.64692 5.44352 -3.91217
H42 1.48166 4.44477 -2.46838
H43 4.18789 3.35622 -6.52857
H44 3.77780 4.63402 -5.64688
C20 -1.99576 3.22424 5.86958
C21 -0.50262 3.43993 5.64274
C22 -0.13100 3.69625 4.17621
O5 -0.13394 2.53580 3.35461
C23 -1.39548 2.15741 2.86037
N4 0.23377 2.31175 6.21892
H45 -2.31749 2.23056 5.55560
H46 -2.22928 3.31473 6.92869
H47 -2.59002 3.96513 5.33059
H48 -0.21544 4.33751 6.19618
H49 0.89512 4.06807 4.14273
H50 -0.76795 4.47255 3.73313
H51 -2.01727 3.03078 2.64247
H52 -1.92006 1.50077 3.56063
H53 -1.23821 1.59730 1.93138
H54 1.23132 2.50088 6.18102
H55 0.10576 1.50835 5.61032
C24 -0.60686 -8.97150 1.09832
C25 -0.35275 -7.76994 0.19454
C26 0.15600 -6.52973 0.94251
O6 -0.83663 -5.82314 1.66980
C27 -1.12481 -6.34897 2.95768
N5 -1.56411 -7.49648 -0.58527
H56 -1.52926 -8.86585 1.66854
H57 -0.70258 -9.87500 0.49881
H58 0.21575 -9.11940 1.80016
H59 0.43505 -8.05203 -0.50928
H60 0.53325 -5.81885 0.19996
H61 0.99693 -6.78017 1.60029
H62 -0.23119 -6.76391 3.42836
H63 -1.90440 -7.11093 2.91009
H64 -1.49332 -5.52902 3.57425
H65 -1.36861 -6.77488 -1.27358
H66 -2.24907 -7.07808 0.03804

Results
HOMO energy, eV: -11.01
Charge: +1
E_LUMO, eV: -2.797
HOMO-LUMO gap, eV: 8.2

Here are the Löwdin charges for atoms 1 to 6, given in e: atom 1 (C): 0.033, atom 2 (C): -0.444, atom 3 (O): 0.126, atom 4 (O): -0.022, atom 5 (C): -0.164, atom 6 (C): -0.025